The following is a DFT calculation (ωB97M-V/def2-TZVPD) of 8 unconnected molecules or ions with the total composition C34H46Cl6F32O4.

Values from the calculation:
LUMO level (eV): 0.47
M (u): 1339.39
Strongest force on any atom (eV/A): 2.4
2S+1: 1
SMILES string: FC(F)C(F)(F)COC(F)(F)C(F)F.FC(F)C(F)(F)COC(F)(F)C(F)F.FC(F)C(F)(F)COC(F)(F)C(F)F.FC(F)C(F)(F)COC(F)(F)C(F)F.ClC(Cl)Cl.ClC(Cl)Cl.CCCCCC.CCCCCC
Kohn-Sham gap (eV): 11.182
DFT total energy (eV): -206289.806

Each line ends with the Löwdin charge.
Positions of all 122 atoms, in Å:
H  -2.97155  -0.75650  0.63192  0.086
H  -7.09650  -1.76953  1.15024  0.055
Cl  2.33758  3.38323  -4.73577  0.534
H  1.07308  -0.58915  -2.20082  0.113
F  -1.61008  1.73670  -5.06103  0.092
F  0.20563  6.06670  -3.40776  0.065
H  2.07705  -0.57481  2.47982  0.141
C  3.88417  -2.57172  0.33059  -0.283
H  -0.83645  -5.78773  1.62863  0.160
F  -2.45407  2.70563  3.06982  0.169
C  -0.79138  -5.61965  0.55244  -0.274
H  9.02806  -1.00045  4.27639  0.070
F  -0.22680  6.10616  -5.55935  0.103
C  -5.26860  0.63457  3.93449  -0.446
F  0.53394  -1.70646  3.77268  0.154
F  -2.36789  1.74734  1.12275  0.139
C  6.93219  1.82610  1.81848  -0.221
F  -3.54074  3.21261  -3.84729  0.143
H  -7.21427  0.68849  4.78172  0.173
F  0.96252  -0.53211  -4.20321  0.102
C  3.03726  -1.36737  0.77192  -0.433
H  7.11365  -0.71029  2.89021  0.096
H  -6.29883  -3.71817  -1.15863  0.105
C  1.29545  -1.20296  -3.08118  -0.305
Cl  1.81854  1.65976  -0.88131  0.621
H  -4.08383  5.63325  -4.91367  0.153
H  -3.34905  1.03712  -1.16864  0.072
F  -2.26287  7.33693  -3.98644  0.105
H  -4.65349  1.91451  2.34100  0.152
F  0.24795  -3.86794  5.30302  0.085
C  5.55929  1.81092  2.51799  -0.268
F  0.09648  1.88953  2.39398  0.068
C  -6.26667  -3.35199  -0.12668  -0.259
C  -4.54978  -1.51012  -0.68334  -0.225
Cl  4.89211  3.18914  -3.31037  0.516
C  0.01660  -4.40769  0.06708  -0.430
C  -0.65451  5.63195  -4.36917  -0.341
F  -0.81416  -2.30858  -3.05513  0.142
F  1.31093  -4.54617  0.45940  0.111
H  -6.42060  -4.28167  0.42767  0.100
H  4.24092  1.93078  0.80976  0.028
H  -1.71189  0.43205  -1.23571  0.047
C  -3.12596  -1.00459  -0.41872  -0.256
C  4.49384  2.49544  1.70792  -0.128
C  -4.85258  -2.80270  0.05943  -0.232
C  8.06345  -0.34560  2.49072  -0.271
H  -8.30923  -2.84352  0.47786  0.067
O  -2.70593  4.21172  -5.67245  0.021
O  -3.12579  0.57586  2.87507  0.041
F  -4.72577  1.35742  4.93136  0.138
H  -5.27042  -0.72505  -0.43498  0.103
F  -5.16545  -0.67694  4.27163  0.119
H  -0.26868  2.32460  0.06922  -0.026
F  1.89487  -1.25655  0.06305  0.100
F  -2.05472  -5.51509  0.06334  0.085
H  -4.87653  0.28080  1.80530  0.136
F  -4.73835  3.26355  -5.65320  0.156
H  1.91898  -4.58330  4.56515  0.180
F  4.24125  -2.53408  -0.97325  0.107
F  -0.49008  -3.29273  0.66148  0.119
Cl  4.24518  1.30626  -5.42226  0.520
C  -2.11570  5.97559  -4.08044  -0.445
F  2.63068  -1.42868  -3.05611  0.096
F  0.85323  -3.31198  -4.01533  0.142
C  2.77172  -1.39040  2.26904  -0.046
H  7.97683  1.39832  3.71008  0.114
H  -1.03409  -4.11565  -1.80888  0.142
C  9.26732  -0.95174  3.20794  -0.117
C  -2.75921  0.13912  -1.35793  -0.109
H  4.83778  3.46486  1.34056  0.079
H  -2.46640  -1.83478  -0.69518  0.094
C  1.54680  -2.57185  3.88047  -0.546
H  -0.68166  0.80278  3.83688  0.179
C  -2.24289  1.52874  2.45599  -0.553
Cl  -0.39065  3.15055  -2.02551  0.613
H  3.55182  2.58662  2.25390  0.068
C  1.07525  -3.98042  4.21653  -0.264
F  0.42328  -4.56463  3.20468  0.116
H  6.89441  1.40183  0.81251  0.115
H  3.30314  -3.47574  0.56090  0.153
C  -0.01533  -4.23278  -1.44848  -0.036
Cl  1.15916  4.28411  0.16468  0.577
F  -0.25672  -6.75880  0.02052  0.080
H  -2.83373  -0.21377  -2.38730  0.071
F  -3.61581  0.82045  -5.18615  0.079
C  3.57858  2.28506  -4.09806  -1.531
C  -0.86809  1.00179  2.77843  -0.256
H  10.14204  -0.30258  3.15899  0.067
F  2.38577  -2.10618  4.81841  0.164
F  -7.39784  0.21889  2.87494  0.101
H  8.99586  1.66826  2.39324  0.107
C  -6.78207  0.96205  3.81170  -0.311
H  -4.63128  -2.65662  1.12319  0.114
H  5.68911  2.27926  3.49689  0.110
H  -4.57523  -1.71749  -1.75828  0.121
H  -7.53484  -1.62292  -0.52757  0.070
O  2.22465  -2.64456  2.66976  0.032
H  3.16116  1.61117  -3.36285  -0.044
C  8.04765  1.17920  2.63771  -0.235
F  -2.50424  5.46511  -2.89892  0.111
C  -4.49469  0.87435  2.63656  -0.040
C  0.51360  -2.51813  -2.96122  -0.527
H  5.31551  0.75893  2.70160  0.085
H  -2.76265  1.70513  -6.70740  0.178
O  0.83001  -3.12946  -1.77591  0.032
H  7.19750  2.87797  1.65852  0.107
F  -6.94467  2.28118  3.59149  0.104
H  0.42902  -5.09785  -1.94491  0.154
H  9.53085  -1.96237  2.90022  0.066
C  -7.35949  -2.35303  0.26509  -0.109
C  -2.83255  1.85154  -5.62583  -0.264
C  -3.04417  5.52496  -5.21666  -0.035
H  -4.16482  -3.56148  -0.32824  0.101
F  3.78469  -0.25481  0.48482  0.068
H  -0.54612  4.54186  -4.34684  0.106
F  5.02295  -2.62834  1.08661  0.084
C  -3.47809  3.16192  -5.19455  -0.539
H  -2.82126  6.15942  -6.07303  0.150
H  8.05507  -0.68081  1.44954  0.106
H  3.69851  -1.17054  2.79860  0.140
C  0.48390  2.80969  -0.53520  -1.467
F  -0.59103  -0.16021  2.13263  0.090